{"formula": "C4H11NO", "method": "the ωB97M-V functional and the def2-TZVPD basis", "elements": ["C", "C", "O", "H", "H", "H", "H", "C", "C", "N", "H", "H", "H", "H", "H", "H", "H"], "positions_angstrom": [[-1.2203, -1.9445, 0.3520], [-1.3292, -2.5237, 1.7385], [-0.6524, -3.4558, 2.1262], [-1.4409, -2.7287, -0.3916], [-0.1921, -1.5813, 0.1858], [-1.9192, -1.1055, 0.1964], [-2.0765, -2.0548, 2.4236], [1.2547, -1.3049, 3.1312], [2.2004, -2.0377, 2.1925], [1.4486, -2.5731, 1.0505], [0.7366, -0.4962, 2.5887], [1.8090, -0.8628, 3.9762], [0.4982, -2.0004, 3.5321], [2.9469, -1.3258, 1.7907], [2.7479, -2.8155, 2.7588], [2.0778, -3.0720, 0.4117], [0.7696, -3.2676, 1.3811]], "lowdin_charge": [-0.066, -0.287, -0.015, 0.093, 0.064, 0.075, 0.127, -0.120, -0.332, -0.051, 0.076, 0.073, 0.058, 0.105, 0.102, 0.081, 0.016], "relative_energy_ev": 1.6173, "smiles": "CC=O.CCN", "max_force_ha_per_bohr": 0.035}

---

{"formula": "C4H11NO", "method": "the ωB97M-V functional and the def2-TZVPD basis", "elements": ["C", "C", "C", "N", "C", "O", "H", "H", "H", "H", "H", "H", "H", "H", "H", "H", "H"], "positions_angstrom": [[-1.3210, 1.6943, 0.5519], [-1.0075, 0.4798, -0.3698], [0.3861, -0.1666, -0.1475], [0.6191, -0.3340, 1.3861], [0.5321, -1.5734, -0.8976], [1.9302, -1.9164, -0.6781], [-1.8684, 2.4483, 0.1322], [-1.9330, 1.3739, 1.4040], [-0.3970, 2.1737, 0.7514], [-1.7301, -0.3021, -0.0046], [-1.1920, 0.7768, -1.4172], [1.1228, 0.5741, -0.4407], [1.5548, -0.6569, 1.5882], [0.4876, 0.6532, 1.7381], [-0.0861, -2.3997, -0.4957], [0.2406, -1.2981, -1.9296], [2.6617, -1.5268, -1.1712]], "lowdin_charge": [-0.109, -0.218, -0.357, 0.023, -0.173, -0.108, 0.029, 0.086, 0.053, 0.117, 0.109, 0.119, 0.046, 0.060, 0.127, 0.111, 0.085], "relative_energy_ev": 1.8775, "smiles": "CC[C@@H](N)CO", "max_force_ha_per_bohr": 0.070}

---

{"formula": "C4H11NO", "method": "the ωB97M-V functional and the def2-TZVPD basis", "elements": ["C", "C", "C", "N", "C", "O", "H", "H", "H", "H", "H", "H", "H", "H", "H", "H", "H"], "positions_angstrom": [[0.6474, 1.3561, -0.5383], [0.1865, 0.4387, 0.5662], [-1.4209, -0.2085, 0.1430], [-1.4997, -0.6473, -1.2197], [0.7749, -0.8904, 0.6449], [2.2090, -0.4709, 1.3513], [-0.0795, 2.1537, -0.6966], [0.7485, 0.8169, -1.4773], [1.6076, 1.8009, -0.2805], [0.0760, 0.9211, 1.5364], [-2.0105, 0.6995, 0.2692], [-1.7776, -0.9328, 0.8848], [-2.4005, -0.4672, -1.6428], [-1.2344, -1.6165, -1.3338], [1.0070, -1.3489, -0.3170], [0.3832, -1.5481, 1.4156], [2.7831, -0.0562, 0.6947]], "lowdin_charge": [-0.085, -0.329, -0.223, -0.012, -0.142, -0.158, 0.078, 0.073, 0.074, 0.132, 0.095, 0.094, 0.070, 0.069, 0.116, 0.112, 0.035], "relative_energy_ev": 2.3586, "smiles": "C[C@@H](CN)CO", "max_force_ha_per_bohr": 0.111}

---

{"formula": "C4H11NO", "method": "the ωB97M-V functional and the def2-TZVPD basis", "elements": ["C", "C", "O", "H", "H", "H", "H", "C", "N", "C", "H", "H", "H", "H", "H", "H", "H"], "positions_angstrom": [[-2.0884, -2.5597, 1.8955], [-2.9591, -1.6117, 1.5875], [-3.7861, -1.5861, 0.5084], [-1.6853, -2.7258, 2.8866], [-1.6123, -3.3121, 1.2786], [-2.9354, -0.6681, 2.1182], [-3.4435, -2.1761, -0.1742], [2.1378, 0.2886, -1.2097], [2.1014, 1.4454, -0.2927], [1.3483, 2.5575, -0.8749], [2.8935, -0.4082, -0.8624], [1.1996, -0.2598, -1.2495], [2.3222, 0.6541, -2.2282], [3.0817, 1.7110, -0.2763], [1.9995, 3.3397, -1.2675], [0.7217, 3.0803, -0.1472], [0.7044, 2.2310, -1.6922]], "lowdin_charge": [-0.011, -0.289, -0.005, 0.045, 0.049, 0.111, 0.101, -0.158, -0.181, -0.158, 0.070, 0.068, 0.071, 0.083, 0.070, 0.066, 0.069], "relative_energy_ev": 2.7256, "smiles": "C=CO.CNC", "max_force_ha_per_bohr": 0.028}

---

{"formula": "C4H11NO", "method": "the ωB97M-V functional and the def2-TZVPD basis", "elements": ["C", "C", "C", "C", "N", "H", "H", "H", "H", "H", "H", "H", "H", "H", "O", "H", "H"], "positions_angstrom": [[0.9344, -0.9760, -1.8716], [-0.4784, -1.1126, -1.2817], [-0.7767, -0.5693, 0.0633], [0.0245, -0.4948, 1.1275], [-0.2205, 0.1880, 2.3477], [1.5489, -0.3543, -1.2149], [0.9569, -0.4733, -2.8365], [1.4220, -1.9502, -1.9116], [-1.1170, -0.4483, -1.8773], [-0.9634, -2.0891, -1.4330], [-1.8003, -0.2133, 0.1608], [0.8929, -1.1666, 1.1440], [0.0092, 1.1769, 2.2240], [0.4708, -0.1551, 3.0083], [-0.3621, 2.7991, 1.1425], [-0.0190, 3.6041, 0.8020], [-0.5223, 2.2348, 0.4065]], "lowdin_charge": [-0.104, -0.272, -0.162, -0.228, 0.022, 0.061, 0.064, 0.066, 0.094, 0.110, 0.107, 0.114, 0.040, 0.069, -0.026, 0.032, 0.014], "relative_energy_ev": 1.6600, "smiles": "CC/C=C/N.O", "max_force_ha_per_bohr": 0.032}

---

{"formula": "C4H11NO", "method": "the ωB97M-V functional and the def2-TZVPD basis", "elements": ["C", "C", "C", "C", "N", "O", "H", "H", "H", "H", "H", "H", "H", "H", "H", "H", "H"], "positions_angstrom": [[-0.9542, 0.0055, 0.4344], [0.0773, -0.8802, 0.1170], [1.1505, 0.8543, 0.3047], [1.6618, 1.2415, -1.0643], [-1.8460, -1.7981, -0.0729], [-1.2721, 0.2060, 1.7251], [-2.0689, 0.7441, 1.7859], [-1.3815, 0.6536, -0.3206], [-2.0648, -2.1222, -1.0123], [-2.1234, -2.4818, 0.6281], [0.4886, -1.5076, 0.8913], [0.3168, -1.0652, -0.9157], [1.9090, 0.4169, 0.9513], [0.7095, 1.6945, 0.8393], [2.3825, 2.0650, -1.0145], [2.1652, 0.4057, -1.5559], [0.8497, 1.5681, -1.7209]], "lowdin_charge": [-0.307, -0.070, -0.169, -0.168, -0.085, 0.054, 0.125, 0.144, -0.034, -0.032, 0.108, 0.097, 0.070, 0.071, 0.065, 0.066, 0.067], "relative_energy_ev": 5.6872, "max_force_ha_per_bohr": 0.066}

---

Number 1: energy -7862.9362 eV, HOMO energy -8.83 eV. Number 2: energy -7862.6761 eV, HOMO energy -9.15 eV. Number 3: energy -7862.1950 eV, HOMO energy -8.79 eV. Number 4: energy -7861.8279 eV, HOMO energy -8.95 eV. Number 5: energy -7862.8935 eV, HOMO energy -8.22 eV. Number 6: energy -7858.8664 eV, HOMO energy -6.87 eV.